[1]
{"formula": "C5H10NO2", "method": "the ωB97M-V functional and the def2-TZVPD basis", "s_squared": 0.758, "multiplicity": 2, "energy_ev": -10928.70938, "charge": 0, "orbital_gap_ev": [10.51, 8.08], "species": ["O", "C", "N", "C", "C", "C", "O", "C", "H", "H", "H", "H", "H", "H", "H", "H", "H", "H"], "coordinates": [[3.68710, 0.96858, -0.28652], [2.74577, 0.35559, 0.19342], [1.54414, 0.46469, -0.51902], [0.37159, -0.28403, -0.12301], [-0.77539, 0.17998, -1.04186], [-2.28010, -0.34263, -0.41516], [-3.13142, 0.19237, -1.20607], [-0.01561, -0.13885, 1.39328], [2.68514, 0.21155, 1.26617], [1.44956, 0.84872, -1.44078], [0.38341, -1.37422, -0.27906], [-0.84075, -0.32217, -2.01170], [-1.02504, 1.24573, -1.01505], [-2.03688, -1.44316, -0.32449], [-2.33146, -0.05150, 0.65053], [0.87654, -0.39991, 1.97333], [-0.56614, 0.79345, 1.56580], [-0.74045, -0.90418, 1.62019]]}

[2]
{"formula": "C5H10NO2", "method": "the ωB97M-V functional and the def2-TZVPD basis", "multiplicity": 1, "energy_ev": -10921.14811, "charge": 1, "orbital_gap_ev": [9.23, 9.23], "species": ["C", "C", "C", "C", "C", "N", "O", "O", "H", "H", "H", "H", "H", "H", "H", "H", "H", "H"], "coordinates": [[-0.03930, -0.52477, 0.03412], [-0.98560, 0.34562, -0.12186], [2.30748, 0.00803, 0.06129], [-2.39646, -0.00855, -0.42421], [2.25461, 1.37646, 0.36056], [-0.13091, -2.01007, 0.19482], [2.80420, -0.93387, -0.39777], [-0.68828, 1.71746, -0.32105], [-3.13576, 0.21467, 0.28474], [-2.41796, -1.16864, -0.38861], [-2.46251, 0.26248, -1.52871], [1.76609, 1.47415, 1.28306], [1.71872, 1.97589, -0.31354], [3.32683, 1.86008, 0.41923], [0.81143, -2.30089, 0.26845], [-0.70751, -2.66920, -0.46611], [-0.67025, -1.95892, 1.05635], [-1.35481, 2.34008, -0.00074]]}

[3]
{"formula": "C5H10NO3", "method": "the ωB97M-V functional and the def2-TZVPD basis", "multiplicity": 1, "energy_ev": -12982.53443, "charge": -1, "orbital_gap_ev": 8.51, "species": ["C", "C", "O", "O", "H", "H", "H", "C", "C", "C", "O", "N", "H", "H", "H", "H", "H", "H", "H"], "coordinates": [[-1.16843, -1.22824, -2.24444], [-1.10579, 0.32974, -2.23539], [-0.82916, 0.88151, -1.12362], [-1.34226, 0.88142, -3.32021], [-1.15335, -1.65714, -1.23824], [-0.34021, -1.58313, -2.86605], [-2.09091, -1.48370, -2.75539], [0.34362, 0.63101, 2.08271], [-0.28587, -0.71467, 1.65965], [1.61826, 1.01348, 1.33896], [2.52141, 1.62457, 1.90694], [1.66559, 0.65976, 0.04119], [-0.30119, 1.48917, 1.87071], [0.62850, 0.62491, 3.13461], [-0.67347, -1.23098, 2.53400], [2.36204, 1.17229, -0.48297], [0.77195, 0.47765, -0.43833], [0.47921, -1.32218, 1.18113], [-1.09995, -0.56546, 0.95473]]}

[4]
{"formula": "C5H10NO5S", "method": "the ωB97M-V functional and the def2-TZVPD basis", "multiplicity": 1, "energy_ev": -27907.05236, "charge": -1, "orbital_gap_ev": 7.60, "species": ["C", "C", "C", "C", "C", "N", "O", "O", "O", "O", "O", "S", "H", "H", "H", "H", "H", "H", "H", "H", "H", "H"], "coordinates": [[-2.33656, 1.25074, -0.00260], [-1.44588, -0.83042, -1.17635], [-1.42702, -0.73392, 1.32117], [0.04190, 0.73757, -0.00064], [-1.34023, 0.09408, 0.08420], [1.10290, -0.00460, 0.03333], [2.29190, 0.65481, -0.09145], [4.46906, -0.41762, 1.30410], [1.19661, -1.20583, -0.01128], [4.94579, 1.39510, -0.22840], [4.51629, -0.93735, -1.14577], [4.47720, 0.04319, -0.07287], [-2.52451, 1.84926, 0.83050], [-2.39832, 1.81474, -0.94413], [-3.32825, 0.62716, -0.00787], [-1.43327, -0.40077, -2.12987], [-0.53530, -1.38924, -1.04399], [-2.29772, -1.49910, -1.15670], [-1.21167, -0.16325, 2.15801], [-2.39632, -1.18620, 1.30463], [-0.73797, -1.50571, 1.17996], [0.37139, 1.80735, -0.20398]]}

[5]
{"formula": "C5H10NS", "method": "the ωB97M-V functional and the def2-TZVPD basis", "smiles": "C[NH2+][C@@]1(C)[C@@H]2S[C@@H]21", "multiplicity": 1, "energy_ev": -17662.23932, "charge": 1, "orbital_gap_ev": 8.78, "species": ["C", "C", "C", "C", "C", "N", "S", "H", "H", "H", "H", "H", "H", "H", "H", "H", "H"], "coordinates": [[0.63653, -1.55001, -0.16336], [-0.13180, -1.15112, -1.51803], [-0.29195, -0.41070, -0.24534], [-1.47429, -0.44061, 0.68910], [0.85945, 1.54546, 0.80855], [0.42465, 0.88605, -0.46302], [-0.43012, -2.79220, -0.89251], [1.75891, -1.62389, -0.13482], [0.13249, -0.73486, -2.54106], [-1.22564, -0.00563, 1.71533], [-1.85819, -1.48526, 0.92284], [-2.44916, 0.09663, 0.40625], [1.38085, 2.59050, 0.55741], [-0.11459, 1.67349, 1.44255], [1.56755, 0.88499, 1.36397], [1.34113, 0.82109, -1.04506], [-0.12583, 1.69608, -0.90280]]}

[6]
{"formula": "C5H10NiO3", "method": "the ωB97M-V functional and the def2-TZVPD basis", "s_squared": 3.762, "multiplicity": 4, "energy_ev": -52524.89755, "charge": -1, "orbital_gap_ev": [6.57, 4.89], "species": ["O", "C", "C", "O", "C", "C", "O", "C", "Ni", "H", "H", "H", "H", "H", "H", "H", "H", "H", "H"], "coordinates": [[-3.49013, -0.12060, 0.37439], [-2.36157, -0.03572, 1.13160], [-1.61809, 1.24079, 0.70911], [-0.30704, 1.00821, 0.21038], [-0.10049, 1.20498, -1.25913], [1.07855, 0.46880, -1.74401], [0.89687, -0.92639, -1.27883], [1.47587, -1.91363, -2.09316], [0.57229, -0.72055, 0.66121], [-2.20620, -1.14208, 1.27517], [-2.11882, -0.00108, 2.23653], [-1.52426, 1.90941, 1.58013], [-2.15662, 1.88718, -0.00331], [0.01977, 2.28636, -1.42185], [-1.04281, 0.87018, -1.72014], [1.98908, 0.83599, -1.22633], [1.27407, -2.89423, -1.64071], [1.04010, -1.87048, -3.10269], [2.56549, -1.76891, -2.17096]]}

[7]
{"formula": "C5H10O", "method": "the ωB97M-V functional and the def2-TZVPD basis", "s_squared": 0.773, "multiplicity": 2, "energy_ev": -7391.50365, "charge": -1, "orbital_gap_ev": [2.58, 5.26], "species": ["C", "C", "C", "C", "C", "H", "H", "H", "H", "H", "H", "H", "H", "H", "H", "O"], "coordinates": [[0.12082, 1.20369, 0.18091], [-0.20934, 0.04873, -0.54710], [-0.94457, -1.01872, 0.05711], [-0.72706, -2.29015, -0.46753], [-1.43373, -3.51569, 0.24811], [0.48405, 2.03066, -0.41201], [0.47946, 1.21056, 1.20146], [-0.21114, 0.25589, -1.61085], [-1.16237, -0.96963, 1.12819], [-0.55024, -2.59822, -1.50214], [-0.94349, -4.41740, -0.09229], [-1.38147, -3.49826, 1.34154], [-2.46812, -3.46186, -0.11675], [3.55163, 6.19888, 0.28198], [2.45641, 5.31187, -0.25308], [2.93915, 5.50966, 0.56246]]}

[8]
{"formula": "C5H10O", "method": "the ωB97M-V functional and the def2-TZVPD basis", "multiplicity": 1, "energy_ev": -7389.85219, "charge": 0, "orbital_gap_ev": 8.56, "species": ["C", "C", "C", "C", "C", "O", "H", "H", "H", "H", "H", "H", "H", "H", "H", "H"], "coordinates": [[-0.70518, 1.30460, -1.01001], [-1.01548, 0.15031, 0.00330], [-1.84666, -0.94812, -0.66080], [0.37645, -0.13570, 0.37548], [3.07597, -0.32049, 1.22851], [3.49435, -1.32685, 0.71044], [-0.21413, 2.15460, -0.53201], [-1.66781, 1.63595, -1.41287], [-0.09425, 0.96422, -1.85368], [-1.56310, 0.61934, 0.83032], [-2.84044, -0.58208, -0.94431], [-1.98271, -1.79875, 0.01492], [-1.34583, -1.31279, -1.56615], [0.71820, -0.95158, -0.30141], [3.14377, 0.67086, 0.74028], [2.61712, -0.31320, 2.23466]]}

[9]
{"formula": "C5H10O", "method": "the ωB97M-V functional and the def2-TZVPD basis", "smiles": "C=CC(C)(C)O", "multiplicity": 1, "energy_ev": -7393.47786, "charge": 0, "orbital_gap_ev": 10.50, "species": ["C", "C", "C", "C", "C", "H", "H", "H", "H", "H", "H", "H", "H", "H", "H", "O"], "coordinates": [[-1.34938, 0.82558, 0.36403], [0.01128, 0.22033, 0.27178], [1.05567, 1.13307, 0.81415], [0.20447, -0.08694, -1.19857], [0.11785, -1.32267, -1.70127], [-2.05563, 0.10006, -0.09143], [-1.65198, 0.77452, 1.48218], [-1.48664, 1.87817, 0.00190], [1.07495, 2.15516, 0.38210], [2.11363, 0.64473, 0.71597], [0.90112, 1.35408, 1.87665], [0.08878, -0.73244, 1.94723], [0.26721, 0.75660, -1.87937], [0.24458, -2.25530, -1.08333], [0.17825, -1.52193, -2.73747], [0.01081, -0.97122, 1.01060]]}

[10]
{"formula": "C5H10O", "method": "the ωB97M-V functional and the def2-TZVPD basis", "multiplicity": 1, "energy_ev": -7390.79807, "charge": 0, "orbital_gap_ev": 9.00, "species": ["C", "C", "C", "C", "C", "O", "H", "H", "H", "H", "H", "H", "H", "H", "H", "H"], "coordinates": [[1.56258, 1.59510, -0.74015], [0.82637, 1.03061, 0.47824], [0.25052, -0.35394, 0.26288], [-1.01084, -0.55195, -0.32274], [-1.66324, -1.85155, -0.02985], [-1.88027, -1.32030, 1.25171], [0.88647, 1.68067, -1.59919], [2.39493, 0.94606, -1.03642], [1.97107, 2.59087, -0.53273], [0.01475, 1.71206, 0.76629], [1.51149, 1.00264, 1.33518], [-0.58013, -0.80230, 1.24556], [0.96386, -1.17787, 0.15704], [-1.65925, 0.28055, -0.58969], [-2.59217, -2.05681, -0.57408], [-0.99614, -2.72383, -0.07206]]}

Repeat the tenth record exactly.
{"formula": "C5H10O", "method": "the ωB97M-V functional and the def2-TZVPD basis", "multiplicity": 1, "energy_ev": -7390.79807, "charge": 0, "orbital_gap_ev": 9.00, "species": ["C", "C", "C", "C", "C", "O", "H", "H", "H", "H", "H", "H", "H", "H", "H", "H"], "coordinates": [[1.56258, 1.59510, -0.74015], [0.82637, 1.03061, 0.47824], [0.25052, -0.35394, 0.26288], [-1.01084, -0.55195, -0.32274], [-1.66324, -1.85155, -0.02985], [-1.88027, -1.32030, 1.25171], [0.88647, 1.68067, -1.59919], [2.39493, 0.94606, -1.03642], [1.97107, 2.59087, -0.53273], [0.01475, 1.71206, 0.76629], [1.51149, 1.00264, 1.33518], [-0.58013, -0.80230, 1.24556], [0.96386, -1.17787, 0.15704], [-1.65925, 0.28055, -0.58969], [-2.59217, -2.05681, -0.57408], [-0.99614, -2.72383, -0.07206]]}